A structure of composition C3H43O19Y at a distorted geometry, computed with ωB97M-V with the def2-TZVPD basis set.

Values from the calculation:
LUMO level (alpha / beta)   -3.0 / -3.5 eV
Total charge   +1
Spin multiplicity   2

Each line ends with the natural charge from an NBO analysis.
Geometry (Å):
Y: 20.4392 -11.9108 11.1602  1.684
C: 21.7241 -16.2173 11.8570  -0.664
C: 20.8223 -15.5951 10.8126  0.113
C: 19.3405 -15.9798 11.0651  -0.609
O: 21.0092 -14.2071 10.5628  -1.108
H: 22.7277 -16.3041 11.4406  0.240
H: 21.4932 -17.2333 12.1772  0.228
H: 21.9057 -15.5534 12.7022  0.186
H: 21.0344 -16.0774 9.8584  0.146
H: 19.0036 -15.8264 12.0903  0.163
H: 19.1637 -17.0098 10.7553  0.205
H: 18.6455 -15.4151 10.4436  0.189
O: 15.7442 -15.8041 9.9289  -0.987
H: 16.0620 -16.6513 10.2413  0.506
H: 16.2324 -15.6480 9.1205  0.479
O: 21.8546 -12.6639 12.9664  -1.006
H: 21.9366 -12.5465 13.9129  0.510
H: 22.3013 -13.4914 12.7877  0.544
O: 18.8114 -17.0722 14.4987  -0.934
H: 19.0978 -16.9868 13.5893  0.478
H: 18.3499 -16.2541 14.6828  0.483
O: 21.3616 -17.8810 14.8062  -0.979
H: 21.2529 -18.8206 14.6588  0.488
H: 20.4868 -17.5150 14.6764  0.494
O: 20.7790 -11.7751 8.8443  -0.993
H: 20.3282 -11.5535 8.0295  0.525
H: 21.7081 -11.7663 8.6145  0.527
O: 16.4437 -13.9542 11.8722  -1.007
H: 15.7284 -13.4719 12.2871  0.485
H: 16.0072 -14.6023 11.3194  0.525
O: 21.7371 -18.3594 7.8587  -0.942
H: 21.1184 -17.7265 7.4943  0.467
H: 21.5770 -19.1634 7.3646  0.482
O: 23.5327 -16.3847 14.7297  -0.994
H: 22.9120 -17.1101 14.6597  0.517
H: 23.0613 -15.7121 15.2212  0.469
O: 20.9671 -14.3128 7.1377  -0.931
H: 20.9025 -14.3744 8.0907  0.488
H: 20.0854 -14.0730 6.8524  0.445
O: 24.4632 -14.2295 13.4100  -0.967
H: 24.6593 -13.4150 13.8729  0.466
H: 24.5002 -14.9052 14.0870  0.499
O: 23.7305 -14.4522 9.3556  -0.954
H: 24.3530 -14.1512 10.0176  0.467
H: 22.8709 -14.3087 9.7516  0.481
O: 18.1169 -18.4443 8.5841  -0.936
H: 18.5671 -17.7184 8.1521  0.487
H: 18.7962 -18.8716 9.1058  0.488
O: 18.2930 -12.5663 9.7739  -0.990
H: 17.6568 -11.9649 9.3869  0.503
H: 17.8910 -13.4305 9.6855  0.521
O: 23.6088 -18.7988 10.1512  -0.963
H: 23.6812 -18.0787 10.7776  0.478
H: 23.0323 -18.4629 9.4649  0.472
O: 17.4522 -15.5194 7.7155  -0.970
H: 17.9991 -15.2057 6.9953  0.488
H: 16.8479 -16.1385 7.3060  0.494
O: 18.9672 -12.9902 12.6114  -1.018
H: 18.9538 -13.2736 13.5256  0.512
H: 18.0976 -13.2121 12.2786  0.541
O: 16.5924 -18.3556 10.6768  -0.977
H: 17.1707 -18.3735 9.9143  0.484
H: 17.0596 -18.8582 11.3442  0.476
O: 24.7954 -17.6283 12.3414  -0.947
H: 25.4907 -16.9813 12.2223  0.478
H: 24.2569 -17.2743 13.0491  0.478

Cartesian forces, eV/Å:
0.1 -3.2 -0.7
1.3 0.5 -0.3
-1.3 0.1 -0.6
0.2 0.4 -0.3
-0.2 1.4 0.9
0.1 0.1 -0.2
-0.5 0.2 0.0
-0.5 -0.1 0.4
0.3 -0.3 -0.2
0.1 0.0 0.1
0.1 -0.2 0.4
0.1 0.2 -0.1
-0.4 0.8 0.1
0.1 -0.9 0.5
0.1 0.3 -0.1
-0.6 0.6 -0.1
0.0 0.4 0.3
0.5 -0.8 -0.4
0.0 -0.1 0.1
-0.2 0.0 -0.6
-0.2 0.2 0.2
0.6 -0.4 -0.1
0.1 -0.3 0.1
-0.5 0.3 0.4
0.2 0.4 0.4
-0.4 0.0 -0.2
0.7 -0.2 -0.3
0.6 0.9 0.8
-0.2 0.2 0.2
-0.1 -1.0 -0.9
-0.2 0.1 0.3
0.1 0.3 -0.2
0.1 -0.3 -0.1
1.0 0.7 0.1
-0.8 -0.6 0.2
-0.2 -0.1 0.2
0.0 -0.1 -0.4
0.1 0.0 0.8
-0.2 0.1 -0.1
-0.4 0.7 -0.4
0.4 0.3 0.0
0.0 -0.7 0.1
0.3 0.1 -0.4
0.3 0.0 0.2
-0.8 0.0 0.4
0.1 -0.1 -0.4
0.1 0.4 -0.1
0.5 -0.4 0.0
0.6 0.5 0.1
-0.3 0.4 0.0
-0.1 -0.6 0.2
-0.3 -0.3 -0.2
0.5 0.1 0.4
-0.2 0.0 -0.4
0.3 0.0 0.2
0.1 0.1 -0.2
-0.3 -0.3 -0.3
0.6 0.6 0.3
0.3 0.0 0.3
-1.3 -0.5 -0.6
-0.5 0.1 0.8
0.1 0.0 -0.8
-0.1 -0.1 0.4
-0.1 -0.2 -0.2
0.2 0.1 -0.1
0.0 0.2 0.3

A cluster of 21 separate species, C3H47BrO23S in total at a distorted geometry, computed with ωB97M-V with the def2-TZVPD basis set.

Values from the calculation:
LUMO level   0.0 eV

Each line ends with the Mulliken charge.
Geometry (Å):
C: -3.6841 2.3667 2.0946  -0.480
C: -2.4671 1.4205 1.4653  0.274
Br: -3.1218 -0.4652 1.1338  -0.227
C: -1.1433 1.3428 2.4573  -0.627
O: -0.0380 0.5966 1.8369  -0.228
S: 1.0415 1.6104 0.9930  0.658
O: 0.3340 2.3108 -0.2298  -0.559
O: 2.1918 0.5618 0.2166  -0.517
H: -3.5257 2.5888 3.2543  0.125
H: -4.7460 1.9370 1.8537  0.166
H: -3.6076 3.4088 1.5443  0.145
H: -2.1503 1.8360 0.4135  0.353
H: -0.8292 2.4013 2.8937  0.326
H: -1.5016 0.7147 3.4071  0.197
H: 1.6423 0.1482 -0.5368  0.349
O: -6.3553 3.5230 2.6782  -0.570
H: -6.7970 4.3049 3.0422  0.273
H: -7.0009 2.8109 2.8017  0.296
O: 4.6209 0.4171 -1.7510  -0.663
H: 3.8465 0.4510 -1.1694  0.342
H: 4.2681 0.6462 -2.6239  0.359
O: 4.6067 -2.6097 -1.6896  -0.628
H: 4.3406 -2.9857 -0.8371  0.343
H: 4.4634 -1.6575 -1.5803  0.309
O: 4.2142 -5.5184 -3.0271  -0.632
H: 3.9844 -5.3880 -3.9594  0.335
H: 4.0681 -4.6483 -2.6262  0.263
O: -3.0164 -0.0706 -2.6924  -0.626
H: -2.1863 0.4125 -2.5638  0.312
H: -3.4653 0.0036 -1.8369  0.313
O: -3.9272 2.1104 5.3262  -0.608
H: -3.5383 1.3983 5.8559  0.285
H: -4.7926 2.2606 5.7354  0.298
O: -8.8508 4.5440 2.4051  -0.621
H: -9.0807 4.6744 1.4728  0.313
H: -8.9969 5.4141 2.8060  0.313
O: 4.9414 -8.2172 -2.5124  -0.646
H: 4.6753 -8.5932 -1.6599  0.334
H: 4.7982 -7.2651 -2.4031  0.349
O: 1.4255 -3.6308 -1.7270  -0.642
H: 1.2802 -4.4709 -2.1875  0.335
H: 2.3425 -3.4022 -1.9411  0.342
O: -3.0248 5.6136 0.6586  -0.621
H: -3.2945 6.0893 -0.1413  0.301
H: -2.0813 5.8170 0.7449  0.309
O: 3.3913 3.6045 1.7307  -0.588
H: 3.2460 2.7644 1.2701  0.352
H: 4.3083 3.8331 1.5166  0.301
O: -1.8549 -2.0411 4.2786  -0.639
H: -2.1247 -1.5654 3.4787  0.267
H: -0.9115 -1.8376 4.3649  0.314
O: 4.3132 -5.9652 -6.2208  -0.660
H: 4.0345 -6.8923 -6.1795  0.333
H: 5.2347 -6.0109 -6.5169  0.322
O: 5.1485 2.5026 -3.4693  -0.602
H: 5.0692 2.9616 -2.6196  0.275
H: 6.0711 2.6467 -3.7280  0.332
O: -5.8784 -2.5826 0.4236  -0.580
H: -6.0237 -3.4227 -0.0370  0.296
H: -4.9614 -2.3540 0.2095  0.247
O: -4.6759 3.8807 7.6565  -0.610
H: -4.7551 4.3397 8.5063  0.296
H: -3.7532 4.0247 7.3979  0.319
O: -6.4223 1.0098 0.0970  -0.586
H: -6.8640 1.7917 0.4610  0.281
H: -7.0679 0.2977 0.2205  0.308
O: 5.5447 -8.5652 0.5748  -0.640
H: 6.3250 -8.0439 0.3331  0.326
H: 5.9105 -9.3299 1.0443  0.315
O: 8.1617 1.2355 -4.3874  -0.638
H: 7.4954 0.5629 -4.5939  0.324
H: 8.8151 0.7609 -3.8518  0.318
O: 3.8275 2.2620 -6.4959  -0.632
H: 3.9772 3.0753 -7.0010  0.314
H: 4.5569 2.2450 -5.8582  0.314

Cartesian forces, eV/Å:
0.7 0.6 -0.3
0.4 1.8 0.2
0.6 1.0 0.3
-2.2 0.1 1.0
0.6 1.1 -1.0
-1.8 1.8 -3.9
2.1 -3.0 4.5
-3.3 -0.2 -0.1
-0.5 -0.9 -2.7
2.4 0.6 0.6
-0.1 -2.1 1.1
-0.6 -1.0 2.1
-0.5 -2.0 -1.3
1.1 1.2 -2.1
1.0 0.6 1.3
0.0 -0.1 0.3
0.0 -0.4 -0.3
0.2 0.4 0.1
-0.6 -0.5 0.2
0.2 0.2 0.0
0.3 0.2 0.1
-0.5 -0.4 0.4
0.2 0.1 -0.1
0.3 0.2 -0.2
-0.4 0.5 0.0
0.2 -0.2 0.0
0.3 -0.2 -0.1
0.2 0.2 0.3
-0.3 -0.2 -0.1
0.1 0.0 -0.2
0.0 -0.3 0.5
-0.1 0.2 -0.2
0.2 0.1 -0.1
-0.5 0.6 -0.1
0.1 -0.1 0.3
-0.1 -0.3 -0.1
-0.1 -0.1 0.4
0.2 0.1 -0.2
-0.1 0.0 -0.3
0.3 -0.2 -0.2
0.0 0.3 0.2
-0.2 0.1 0.0
0.3 0.3 -0.3
0.0 -0.2 0.3
-0.3 -0.1 0.0
0.4 -0.2 -0.3
0.2 0.3 0.2
-0.3 0.0 0.1
0.3 0.4 -0.1
-0.1 -0.2 0.1
-0.3 -0.2 0.0
0.2 -0.3 0.0
0.1 0.3 0.0
-0.3 0.1 0.2
0.3 0.4 -0.1
0.0 -0.2 -0.3
-0.1 -0.2 0.1
0.2 -0.3 -0.3
0.0 0.3 0.2
-0.3 0.0 0.1
0.3 0.3 0.3
-0.1 -0.2 -0.3
-0.3 -0.1 -0.1
-0.5 0.1 0.2
0.2 -0.1 -0.2
0.3 0.0 -0.1
0.4 -0.1 0.1
-0.3 -0.1 0.0
-0.2 0.2 -0.2
-0.1 -0.4 0.1
0.2 0.2 0.1
-0.2 0.2 -0.2
0.4 0.3 -0.1
-0.1 -0.3 0.2
-0.4 0.0 0.0

A structure of composition C3H4AuLiO3 at a distorted geometry, computed with ωB97M-V with the def2-TZVPD basis set.

Values from the calculation:
LUMO level (alpha / beta)   -14.3 / -20.2 eV
Total charge   +3
Spin multiplicity   4

Each line ends with the natural charge from an NBO analysis.
Geometry (Å):
O: -0.3528 -0.5609 -0.1861  -0.443
C: -1.4615 0.2929 -0.4505  -0.142
C: -1.1395 1.6603 0.1207  -0.075
Au: -0.3337 -2.4100 -0.9065  0.968
Li: 3.1889 -0.0629 0.2057  0.995
H: -2.3457 -0.1148 0.0521  0.359
H: -1.2457 0.7394 -1.5195  0.417
H: -1.8744 1.9491 0.8813  0.394
H: -1.1998 2.4700 -0.6112  0.370
O: 0.1320 1.3156 1.0285  -0.279
C: 0.4372 0.0754 0.9249  1.026
O: 1.5401 -0.4014 1.0353  -0.589

Cartesian forces, eV/Å:
-2.1 4.3 2.5
1.8 1.5 0.5
1.8 -2.8 2.5
0.1 -4.2 -1.5
1.2 0.0 0.2
-1.0 -0.5 -1.5
-1.4 -1.4 -0.1
-0.8 0.3 0.7
1.2 1.1 0.1
-3.5 2.0 -1.6
5.0 -0.5 -3.1
-2.3 -0.1 1.2

A structure of composition C3H4BN at a distorted geometry, computed with ωB97M-V with the def2-TZVPD basis set.

Values from the calculation:
LUMO level (alpha / beta)   -1.8 / -0.9 eV

Each line ends with the natural charge from an NBO analysis.
Geometry (Å):
B: -0.7032 1.4201 0.0554  0.404
C: 1.6051 0.1385 0.3958  0.159
C: -0.5099 -1.5405 -0.0108  -0.192
C: 0.2782 0.2863 0.1393  -0.344
N: 2.7656 -0.0317 0.4105  -0.255
H: -1.6715 1.4300 0.5154  -0.075
H: -0.6514 2.1867 -0.9093  -0.048
H: 0.2864 -2.2160 0.0914  0.163
H: -1.3992 -1.6734 -0.6878  0.187

Cartesian forces, eV/Å:
2.3 0.3 -3.5
2.2 -0.4 -0.6
0.1 5.1 -0.5
-2.8 -4.5 0.2
-1.2 0.2 0.4
-3.2 -0.1 2.2
0.6 -0.2 0.8
0.9 -0.9 0.0
1.1 0.3 1.0

A structure of composition C3H4BiO3 at a distorted geometry, computed with ωB97M-V with the def2-TZVPD basis set.

Values from the calculation:
LUMO level (alpha / beta)   0.2 / -0.2 eV
Spin multiplicity   2

Each line ends with the natural charge from an NBO analysis.
Geometry (Å):
C: -1.8979 -0.3609 -2.0480  -0.360
C: -1.7682 -0.7602 -0.7634  -0.629
H: -2.7652 0.2008 -2.4297  0.195
H: -2.7405 -0.9026 -0.2528  0.213
H: -1.1838 -0.6689 -2.8252  0.190
O: 1.3405 0.4847 0.0722  -0.731
C: 0.8714 0.8105 1.1911  0.955
O: 0.0145 0.1265 1.8001  -0.705
O: 1.1968 1.9969 1.7263  -0.667
Bi: 0.1289 -1.3721 0.1652  1.041
H: 2.1186 2.1931 1.5183  0.498

Cartesian forces, eV/Å:
0.3 -0.5 0.2
-1.5 0.0 -1.1
0.0 -0.8 0.2
0.7 1.0 0.4
0.3 0.9 0.5
0.6 0.7 0.2
-0.2 2.1 0.6
0.0 0.7 0.2
0.3 -0.4 0.6
-0.6 -3.9 -1.4
-0.1 0.2 -0.4

A structure of composition C3H4Br2Cl2O at a distorted geometry, computed with ωB97M-V with the def2-TZVPD basis set.

Values from the calculation:
LUMO level   -0.3 eV

Each line ends with the natural charge from an NBO analysis.
Geometry (Å):
C: -0.3144 -1.3721 -0.6061  -0.485
C: 0.4144 -0.2918 0.1187  0.134
C: 2.6445 -2.2655 0.5817  -0.249
O: 1.4184 0.1485 -0.7177  -0.664
Cl: 1.2027 -0.8760 1.6986  0.025
Cl: 2.6957 -3.8002 1.1888  0.073
Br: -1.4336 -2.2836 0.6830  0.015
Br: 4.4140 -1.3971 1.0841  -0.068
H: -1.0934 -0.8379 -1.3669  0.256
H: -0.0918 0.4706 0.6927  0.213
H: 0.1965 -2.1377 -1.1470  0.262
H: 1.9162 0.8134 -0.2456  0.489

Cartesian forces, eV/Å:
-3.8 1.6 -1.0
2.2 -0.2 0.0
1.4 1.2 -1.5
-0.8 0.1 0.0
0.2 -0.2 1.1
-0.3 -1.5 0.9
-0.5 -0.3 -0.1
-0.7 -0.2 -0.1
2.0 -1.2 1.8
-1.1 0.3 -1.0
1.0 0.0 0.0
0.4 0.4 0.0

The molecule C3H4Br2I2 at a distorted geometry, computed with ωB97M-V with the def2-TZVPD basis set.

Values from the calculation:
LUMO level   -0.2 eV

Each line ends with the natural charge from an NBO analysis.
Geometry (Å):
C: 0.2071 0.3670 -1.3198  -0.503
C: 0.2843 -0.4982 1.3751  -0.418
C: -0.5484 0.2416 -0.0881  -0.335
Br: 1.6319 1.7743 -0.9971  -0.049
Br: 1.2172 -2.0422 0.8122  0.030
I: -1.5052 1.9868 0.5979  0.207
I: -2.1574 -1.1439 -0.5622  0.154
H: 0.8052 -0.4812 -1.3827  0.244
H: -0.3406 0.5405 -2.1512  0.232
H: 0.9222 0.1567 1.7874  0.213
H: -0.5162 -0.9013 1.9286  0.224

Cartesian forces, eV/Å:
2.8 1.3 2.8
-3.1 -0.8 -5.3
-0.5 -1.7 3.8
-0.6 -0.5 -0.5
0.7 -0.5 -0.3
-0.1 0.5 0.3
0.2 -0.2 0.0
1.0 -1.6 -0.6
-1.5 1.0 -2.6
2.0 2.4 1.5
-0.9 0.3 0.9

A structure of composition C3H4Br3Cl at a distorted geometry, computed with ωB97M-V with the def2-TZVPD basis set.

Values from the calculation:
LUMO level   -0.5 eV

Each line ends with the natural charge from an NBO analysis.
Geometry (Å):
C: 0.1811 0.2590 -0.6208  -0.276
C: -0.4279 -0.1611 0.6263  -0.439
C: 0.9516 -1.4471 -1.6586  -0.454
Cl: -0.4515 1.3313 1.6188  -0.061
Br: -0.3101 -1.5155 -3.2264  0.050
Br: 0.6660 -3.0098 -0.5034  0.086
Br: 2.7305 -1.1222 -2.1226  0.156
H: 1.0204 0.9438 -0.6450  0.231
H: -0.6922 0.4856 -1.3867  0.231
H: -1.4801 -0.4281 0.6798  0.238
H: 0.2000 -0.9622 1.1079  0.238

Cartesian forces, eV/Å:
-1.5 -2.4 -5.1
0.9 -0.7 2.2
-3.0 2.2 1.5
0.2 0.3 0.7
1.0 -0.2 0.8
0.3 0.5 -0.7
0.3 -0.1 -0.1
0.0 -0.2 0.3
2.3 -0.1 1.3
0.2 -0.5 -0.8
-0.7 1.0 0.0

In the order shown, the computed relative energy (zero: lowest compared OMol25 entry of this formula, charge and spin) values come out to 0.400; 2.881; 0.000; 4.760; 0.249; 3.544; 0.891; 1.923 eV.
In the order shown, the computed energy values come out to -43750.3440; -131841.0280; -13172.1647; -5335.7498; -15155.8277; -170349.0868; -159460.7605; -225823.2064 eV.